w | 10
Properties=species:S:1:pos:R:3:mulliken_charge:R:1 method="wB97M-V/def2-TZVPD" gap_ha=0.447 e_homo_ha=-0.6264 charge=+1 e_lumo_ev=-4.891 molar_mass_g_mol=56.09 spin_multiplicity=1
H 1.485 0.919 0.006 0.2958
N 0.583 0.521 0.191 -0.1161
C -0.196 -0.426 -0.578 -0.1291
H -0.384 -0.820 1.448 0.2709
C -0.804 0.818 -0.179 -0.2547
C 0.323 -0.794 0.750 -0.2205
H 1.203 -1.539 0.686 0.2552
H -1.644 0.877 0.620 0.2429
H -0.936 1.650 -1.011 0.2599
H 0.369 -1.208 -1.933 0.3956


x | 10
Properties=species:S:1:pos:R:3:mulliken_charge:R:1 method="wB97M-V/def2-TZVPD" gap_ha=0.353 smiles="C=C[NH+]=C" e_homo_ha=-0.5703 charge=+1 e_lumo_ev=-5.902 molar_mass_g_mol=56.09 spin_multiplicity=1
H -2.320 0.197 1.281 0.2958
N -0.912 -0.329 -0.140 -0.0252
H 1.236 1.393 -0.502 0.3228
C 0.481 -0.579 -0.448 -0.2131
C -1.249 0.211 1.004 -0.0701
H -0.370 0.472 1.749 0.3075
H -1.532 -0.389 -0.941 0.3195
H 2.489 0.201 -0.770 0.2542
H 0.746 -1.569 -0.658 0.3856
C 1.432 0.393 -0.576 -0.5770


Which one sits at the top of the stability order? x does.


w | 90
Properties=species:S:1:pos:R:3:mulliken_charge:R:1 method="wB97M-V/def2-TZVPD" gap_ha="0.292 / 0.225" e_homo_ha="-0.4805 / -0.4823" charge=+2 e_lumo_ev="-5.118 / -6.998" molar_mass_g_mol=870.03 spin_multiplicity=5
H 0.158 1.304 2.259 0.5216
C -2.570 0.875 0.607 0.1010
H 3.284 -4.767 1.165 0.4727
H 1.909 2.186 -2.578 0.5289
C 1.542 1.819 4.457 -0.1618
C 3.003 -3.715 1.163 -1.3433
C 0.126 2.724 -3.707 -0.6908
H 0.372 3.786 -3.656 0.5651
H 4.281 4.227 3.228 0.4449
C 0.829 2.015 -2.547 0.3705
H -2.764 0.150 -4.755 0.1206
H -0.388 2.182 -7.126 0.3511
O -2.252 -0.390 -2.590 -0.8707
N -3.713 2.494 -4.603 -0.3186
C -0.433 2.779 -6.213 -1.3619
O -2.091 1.238 1.650 -0.5777
H 0.065 -3.485 4.711 0.5655
C 1.806 2.977 5.164 -0.8602
H 4.217 -2.636 5.303 0.4791
H -0.131 -1.511 3.252 0.5601
H 1.250 3.195 6.065 0.4398
C 1.854 0.269 2.546 3.1635
C -6.352 0.810 -1.229 -0.6976
C -1.196 -3.358 1.493 -1.2268
H -1.307 -2.285 1.356 0.3535
N -1.830 0.233 -0.411 0.5589
H -2.139 3.976 -5.798 0.2511
H -1.664 0.500 -6.045 0.2916
H -1.345 -3.587 2.548 0.4182
C 2.891 -3.135 -1.207 -1.0641
C 2.251 1.529 3.291 -0.1773
N 0.148 -3.794 1.135 0.3722
C 3.507 3.555 3.573 -0.9544
H -3.866 3.462 -4.375 0.1953
H 2.245 -3.219 -2.075 0.4295
C -4.019 0.424 -1.139 0.4358
N -1.839 3.015 -5.848 -0.1327
H -0.266 0.283 -2.948 0.1303
C 3.269 -2.403 4.837 -0.8970
H -7.211 1.755 0.487 0.4364
H 3.674 -3.888 -1.270 0.4007
C -3.974 0.977 0.128 0.0606
H 3.336 -2.143 -1.162 0.3224
C 0.830 -1.780 3.662 0.0608
C -2.644 2.107 -5.301 0.7087
H 0.789 1.128 4.818 0.3831
C 0.941 -2.887 4.493 -0.9541
C 0.427 2.158 -5.093 -0.3595
H -4.388 1.824 -4.272 0.1648
C -5.104 1.472 0.747 -0.4251
C 3.238 2.400 2.850 -0.4468
C 0.338 2.638 -1.220 0.0542
C -6.300 1.383 0.040 -0.5969
O -0.089 3.752 -1.148 -0.6060
H 3.811 2.185 1.960 0.5178
H 1.377 0.035 -2.930 0.3581
H 2.507 -3.444 2.094 0.3230
H -0.945 2.666 -3.493 0.1286
C 2.159 -3.207 5.075 -0.6455
S -0.059 -2.284 -1.079 -0.4199
H 3.903 -3.109 1.060 0.4636
H 4.015 -0.646 3.863 0.4899
H 0.312 1.073 -5.085 0.1670
C 0.481 -5.125 1.647 -1.1157
H -5.058 1.907 1.735 0.5603
O 3.901 0.006 1.254 -0.5787
O 0.488 0.403 2.106 -0.7473
H -0.403 -5.754 1.533 0.4407
O 2.013 -0.510 0.241 -0.5704
H -1.951 -3.881 0.904 0.3368
Os 0.169 -0.126 -0.180 2.2035
N 2.138 -3.393 0.021 0.1269
O 0.460 1.849 -0.158 -0.7354
C 2.710 -0.036 1.298 -0.7069
H 1.470 2.336 -5.364 0.4875
H 2.241 -4.062 5.732 0.4492
H -5.248 -0.165 -2.812 0.7029
H -7.303 0.736 -1.736 0.4579
N -2.400 0.811 -5.436 -0.2563
C 2.794 3.846 4.723 -0.5236
C 1.936 -0.974 3.433 -0.5200
C -2.638 0.013 -1.496 -0.1961
H 3.011 4.747 5.279 0.4222
H 0.756 -5.083 2.701 0.2910
N 0.617 0.566 -2.525 -0.3511
C 3.157 -1.285 4.030 -0.4813
H 1.289 -5.564 1.074 0.3906
H -0.050 3.764 -6.475 0.5089
C -5.203 0.318 -1.843 -0.2713
C 0.835 -3.229 0.140 0.3036


x | 90
Properties=species:S:1:pos:R:3:mulliken_charge:R:1 method="wB97M-V/def2-TZVPD" gap_ha="0.232 / 0.277" e_homo_ha="-0.4216 / -0.5100" charge=+2 e_lumo_ev="-5.157 / -6.351" molar_mass_g_mol=870.03 spin_multiplicity=5
H 0.196 -0.734 6.449 0.4612
H 2.993 -4.247 -0.729 0.2260
H -0.325 4.585 -4.181 0.3382
H -0.506 -5.740 2.114 0.3664
C 0.691 -1.049 5.540 -1.1786
S -1.504 1.065 -1.181 -0.4958
H -2.964 -3.338 0.939 0.5426
C 4.519 1.120 -5.527 -0.6580
N 1.826 0.645 -1.765 0.9213
C 2.063 0.481 2.402 0.5177
H 5.976 0.746 -2.461 0.5650
C 3.170 1.053 -5.187 -0.4688
H 3.425 5.567 3.194 0.4478
O 0.346 -1.873 -0.804 -1.1633
O 3.756 0.364 -0.519 -0.7826
O 2.087 -0.015 1.094 -1.2443
H 2.910 0.272 0.548 0.3804
C 3.866 0.775 -2.892 0.1217
C 0.051 3.728 -1.424 -1.3363
H 1.039 3.303 -1.237 0.3302
H 1.846 -3.830 4.001 0.4262
C 1.339 -4.783 0.350 0.7142
H -2.771 -2.211 2.259 0.5000
H -3.758 0.446 -3.340 0.3213
C 1.606 -2.786 4.160 -0.3867
C 2.873 0.881 -3.851 0.2414
H -3.781 2.725 -4.603 0.4197
O -0.750 2.297 2.106 -0.5153
O 0.466 0.783 -3.650 -0.5218
C -1.665 -1.714 0.513 0.4929
H 2.753 4.797 0.940 0.4562
H 1.138 3.710 -3.707 0.4739
H 3.017 -5.293 1.386 0.2345
N -0.539 3.149 -2.624 0.1649
N 0.020 -4.838 0.292 -0.1742
H 6.554 1.070 -4.866 0.4567
C 2.425 2.778 1.559 0.3270
H 2.946 1.601 4.701 0.6569
C 1.679 -0.486 3.397 0.0514
H -1.811 -5.434 0.999 0.4140
H -2.888 0.381 -4.884 0.4067
H 0.158 4.801 -1.585 0.4493
C 0.065 3.615 -3.875 -1.4092
H -2.247 2.841 -5.476 0.3823
C 1.034 -0.107 4.589 -0.2719
C 3.195 0.585 -1.590 0.1102
H -0.288 -1.023 1.922 -0.3033
H 0.797 0.934 4.768 0.4979
C -1.223 -3.705 2.165 0.6868
H -2.556 3.872 -4.056 0.3825
H -0.585 3.561 -0.561 0.4414
C 1.936 -1.854 3.191 0.1187
N -0.857 -0.639 1.166 -0.5209
N -2.199 1.851 -3.594 0.3074
C -1.369 2.106 -2.594 0.5249
H -1.655 -4.004 3.122 0.5057
H 2.142 2.459 0.564 0.1880
N 1.997 -4.154 -0.625 -0.3163
H 4.801 1.254 -6.563 0.4489
H 3.528 3.946 5.061 0.4571
C 0.984 -2.394 5.339 -0.6737
H 2.436 -2.165 2.282 0.3168
H -2.512 -1.217 0.038 0.3874
C -0.850 -2.351 -0.616 0.1518
C -0.558 2.965 3.042 0.8445
C 3.202 3.623 4.082 -0.9114
C 2.856 2.301 3.882 -0.3684
C -2.710 2.890 -4.491 -1.1703
H 1.508 -3.450 -1.165 0.0985
C 3.152 4.533 3.032 -0.6594
H -0.092 2.881 -4.659 0.4752
C 5.518 1.013 -4.561 -0.6735
H 2.393 1.123 -5.935 0.5455
C -0.901 -5.003 1.416 -1.2504
Os 0.451 0.248 -0.303 3.3397
N 2.012 -5.337 1.370 -0.3377
C 2.436 1.848 2.615 0.0192
H 1.588 -6.085 1.894 0.2134
H -0.290 -3.193 2.416 -0.8048
O -0.368 3.624 3.967 -0.3799
O -1.314 -3.307 -1.210 -0.8052
H 0.734 -3.125 6.095 0.4703
C -2.222 -2.755 1.487 -1.4889
H -0.410 -4.507 -0.570 0.4430
H -1.476 0.045 1.597 0.5072
C 1.565 0.763 -3.156 -0.4063
C 5.207 0.833 -3.216 -0.2083
C 2.770 4.099 1.768 -0.7255
C -2.777 0.521 -3.811 -1.0922
H -2.112 -0.243 -3.426 0.4128


Which one sits at the top of the stability order? x does.


w | 11
Properties=species:S:1:pos:R:3:mulliken_charge:R:1 method="wB97M-V/def2-TZVPD" gap_ha=0.244 e_homo_ha=-0.0927 charge=-1 e_lumo_ev=4.128 molar_mass_g_mol=101.15 spin_multiplicity=1
C 0.803 0.974 -0.626 -0.1740
H 1.283 1.780 -1.115 0.4592
N -0.217 0.002 1.217 -0.5634
S 1.287 -0.462 -2.581 -0.6003
C 0.398 1.042 0.703 -0.3566
H -0.748 -1.972 0.856 0.2061
N 0.607 -0.171 -1.173 -0.2860
H 0.875 1.639 1.422 0.3534
H -1.950 -1.085 1.183 0.3474
C -1.067 -0.941 0.625 -0.6430
H -1.272 -0.806 -0.510 0.2571


x | 11
Properties=species:S:1:pos:R:3:mulliken_charge:R:1 method="wB97M-V/def2-TZVPD" gap_ha=0.255 smiles="CN1N=C[C@@H]1[S-]" e_homo_ha=-0.1062 charge=-1 e_lumo_ev=4.054 molar_mass_g_mol=101.15 spin_multiplicity=1
N -1.151 0.838 0.120 -0.6569
C -2.108 0.577 -0.675 -0.2098
H -1.015 0.784 -2.293 0.1545
H -0.234 -1.988 0.490 0.2300
C -1.392 -0.165 -1.757 -0.0864
H -0.496 -0.340 1.524 0.2687
C 0.142 -0.989 0.691 -0.6190
S -2.271 -1.162 -2.788 -0.5383
N -0.194 -0.086 -0.499 -0.1606
H -3.157 0.973 -0.567 0.3874
H 1.167 -0.956 1.060 0.2303


Which one sits at the top of the stability order? w does.


w | 10
Properties=species:S:1:pos:R:3:mulliken_charge:R:1 method="wB97M-V/def2-TZVPD" gap_ha=0.289 smiles="O=C(O)C(=S)C(=O)O" e_homo_ha=-0.3848 e_lumo_ev=-2.603 molar_mass_g_mol=134.11 spin_multiplicity=1
O 1.847 -1.345 0.074 -0.4929
C -0.035 0.300 -0.039 0.4739
C -1.077 -0.828 -0.034 0.6768
O -0.690 -1.974 -0.144 -0.6041
H -2.432 0.471 0.060 0.2783
O -2.362 -0.492 0.143 -0.4027
C 1.452 -0.051 0.029 0.3523
S -0.577 1.809 -0.032 -0.2540
H 1.053 -1.899 0.078 0.4466
O 2.277 0.806 0.006 -0.4743


x | 10
Properties=species:S:1:pos:R:3:mulliken_charge:R:1 method="wB97M-V/def2-TZVPD" gap_ha=0.325 smiles="Oc1oc(=S)oc1O" e_homo_ha=-0.3177 e_lumo_ev=0.197 molar_mass_g_mol=134.11 spin_multiplicity=1
O -0.148 -2.127 0.027 -0.5010
S -0.557 2.199 -2.349 -0.3431
C 0.278 0.170 0.746 0.3690
O -0.470 -0.215 -1.275 -0.2904
H 1.544 0.546 2.125 0.3681
C -0.120 -0.802 -0.076 0.3722
H -1.063 -2.445 -0.093 0.3657
C -0.286 1.107 -1.182 0.4556
O 0.192 1.373 0.050 -0.2918
O 0.631 0.194 2.028 -0.5043


Which one sits at the top of the stability order? w does.